(1)
Density functional theory data (ωB97M-V with the def2-TZVPD basis set) for a cluster of 2 separate species, C4H12NOS in total.

* ΔE to the lowest compared entry with this formula, charge and spin: 42.6 kJ/mol
* orbital gap: 6.318 eV
* total charge: -1
* molar mass: 122.2 g/mol
* LUMO: 3.56 eV

CARTESIAN COORDINATES (ANGSTROEM)
C1 -2.06 1.88 -1.53
N1 -1.43 1.55 -0.28
C2 -0.58 0.37 -0.28
C3 -0.45 -0.15 1.14
S1 1.05 -1.02 1.70
C4 -0.88 -0.77 -1.24
H1 -1.27 1.95 -2.29
H2 -2.58 2.84 -1.49
H3 -2.79 1.18 -1.96
H4 -2.07 1.50 0.50
H5 0.45 0.66 -0.52
H6 -1.35 -0.74 1.39
H7 -0.55 0.73 1.79
H8 -0.11 -1.50 -1.06
H9 -1.82 -1.29 -1.01
H10 -0.84 -0.47 -2.29
H11 2.17 -1.02 -1.48
H12 2.45 -0.67 -0.09
O1 2.95 -0.81 -0.94

***

(2)
Density functional theory data (ωB97M-V with the def2-TZVPD basis set) for the ion C4H12NOS with charge +1.

* ΔE to the lowest compared entry with this formula, charge and spin: 146.2 kJ/mol
* orbital gap: 8.936 eV
* total charge: +1
* molar mass: 122.2 g/mol
* LUMO: -3.45 eV

CARTESIAN COORDINATES (ANGSTROEM)
C1 -1.26 -0.82 -1.46
O1 -1.15 -0.31 -2.75
C2 -0.54 0.26 -0.59
C3 -0.58 0.00 0.93
C4 0.55 -0.92 1.43
S1 2.07 0.05 1.73
N1 -1.11 1.65 -0.96
H1 -0.73 -1.79 -1.28
H2 -2.29 -1.15 -1.36
H3 -0.69 -0.98 -3.37
H4 0.53 0.37 -0.66
H5 -1.49 -0.53 1.16
H6 -0.60 0.89 1.72
H7 0.90 -1.82 0.89
H8 0.15 -1.27 2.42
H9 2.73 -0.85 2.65
H10 -0.87 2.01 -1.90
H11 -2.10 1.70 -0.76
H12 -0.67 2.33 -0.32

***

(3)
Density functional theory data (ωB97M-V with the def2-TZVPD basis set) for the ion C4H12NOS with charge +1.

* ΔE to the lowest compared entry with this formula, charge and spin: 172.5 kJ/mol
* orbital gap: 10.188 eV
* total charge: +1
* molar mass: 122.2 g/mol
* LUMO: -3.16 eV

CARTESIAN COORDINATES (ANGSTROEM)
C1 -0.64 1.17 -1.28
O1 -1.88 0.70 -1.88
C2 -0.28 0.13 -0.30
C3 0.96 0.56 0.49
C4 0.93 -0.12 1.92
S1 0.30 -1.85 1.95
N1 0.02 -1.21 -1.10
H1 -0.97 2.00 -0.77
H2 -0.08 1.44 -2.14
H3 -2.32 1.35 -2.36
H4 -1.14 -0.23 0.37
H5 0.95 1.81 0.72
H6 1.88 0.23 0.02
H7 0.41 0.50 2.73
H8 1.87 -0.10 2.24
H9 -0.51 -1.87 3.03
H10 -0.54 -1.38 -1.94
H11 1.07 -1.11 -1.23
H12 -0.02 -2.02 -0.47

***

(4)
Density functional theory data (ωB97M-V with the def2-TZVPD basis set) for a cluster of 2 separate species, C4H12NP in total.

* ΔE to the lowest compared entry with this formula, charge and spin: 478.9 kJ/mol
* orbital gap (alpha / beta): 7.946 / 7.174 eV
* molar mass: 105.1 g/mol
* LUMO (alpha / beta): 0.16 / 0.44 eV

CARTESIAN COORDINATES (ANGSTROEM)
C1 0.78 -0.14 -1.37
C2 0.23 0.84 -2.35
C3 -2.67 -1.07 1.30
C4 1.89 -0.83 1.19
N1 0.14 1.42 0.79
P1 0.39 -0.25 0.34
H1 1.15 -1.06 -1.68
H2 -0.77 0.88 -2.16
H3 0.42 0.70 -3.38
H4 0.72 1.95 -2.17
H5 -2.29 -1.96 1.68
H6 -2.30 -0.15 1.71
H7 -3.62 -1.16 0.69
H8 2.17 0.06 1.71
H9 1.61 -1.63 1.85
H10 2.78 -1.01 0.55
H11 -0.09 1.92 -0.10
H12 -0.55 1.51 1.40

***

(5)
Density functional theory data (ωB97M-V with the def2-TZVPD basis set) for a structure of composition C4H12NPS.

* ΔE to the lowest compared entry with this formula, charge and spin: 243.1 kJ/mol
* orbital gap: 7.140 eV
* molar mass: 137.2 g/mol
* LUMO: -0.48 eV

CARTESIAN COORDINATES (ANGSTROEM)
C1 -2.78 0.21 -0.63
C2 -2.05 0.13 1.53
C3 3.34 0.67 0.92
C4 -0.16 -0.39 -2.22
N1 -1.79 0.35 0.13
P1 0.16 -0.62 -0.40
S1 -0.08 -2.53 -0.07
H1 -2.54 0.32 -1.75
H2 -3.71 -0.26 -0.23
H3 2.28 0.69 1.21
H4 -3.18 -0.16 1.75
H5 -1.38 -0.58 2.08
H6 -1.91 1.06 1.94
H7 3.88 -0.34 0.94
H8 3.48 1.13 -0.15
H9 3.94 1.32 1.64
H10 -1.07 -0.86 -2.44
H11 -0.12 0.66 -2.25
H12 0.52 -0.81 -2.91

***

(6)
Density functional theory data (ωB97M-V with the def2-TZVPD basis set) for a cluster of 2 separate species, C4H12NS in total.

* ΔE to the lowest compared entry with this formula, charge and spin: 167.3 kJ/mol
* orbital gap: 8.847 eV
* total charge: +1
* molar mass: 106.2 g/mol
* LUMO: -3.63 eV

CARTESIAN COORDINATES (ANGSTROEM)
C1 -0.40 -0.43 -2.36
C2 0.66 0.36 -2.59
N1 -0.99 -0.48 -1.02
H1 -0.86 -1.07 -3.13
H2 1.10 0.40 -3.57
H3 1.15 0.95 -1.80
H4 -0.77 -1.36 -0.55
H5 -0.61 0.23 -0.42
H6 -2.01 -0.40 -1.06
C3 -0.52 0.95 1.89
C4 0.50 -0.14 1.52
S1 1.74 -0.30 2.85
H7 -0.04 1.96 1.95
H8 -0.97 0.73 2.87
H9 -1.38 1.02 1.16
H10 0.02 -1.12 1.35
H11 1.02 0.08 0.57
H12 2.35 -1.37 2.33

***

(7)
Density functional theory data (ωB97M-V with the def2-TZVPD basis set) for a cluster of 2 separate species, C4H12NS2 in total.

* ΔE to the lowest compared entry with this formula, charge and spin: 397.3 kJ/mol
* orbital gap (alpha / beta): 7.291 / 7.287 eV
* total charge: +1
* molar mass: 138.3 g/mol
* LUMO (alpha / beta): -4.93 / -4.94 eV

CARTESIAN COORDINATES (ANGSTROEM)
C1 0.54 -2.72 1.36
C2 -2.04 1.83 -0.89
C3 1.31 -1.83 2.09
C4 1.17 -0.19 -0.02
N1 1.32 1.32 -0.35
S1 1.96 -1.15 -1.28
S2 1.84 -0.34 1.57
H1 -0.38 -2.16 0.84
H2 1.14 -3.35 0.59
H3 0.10 -3.45 2.02
H4 -1.29 1.74 -1.61
H5 -2.62 2.80 -1.15
H6 -1.70 1.81 0.21
H7 1.79 -2.07 3.02
H8 -2.76 1.00 -1.06
H9 1.28 1.91 0.41
H10 0.60 1.61 -1.02
H11 2.33 1.41 -0.79
H12 1.19 -1.38 -2.23

***

(8)
Density functional theory data (ωB97M-V with the def2-TZVPD basis set) for a cluster of 2 separate species, C4H12O in total.

* ΔE to the lowest compared entry with this formula, charge and spin: 107.2 kJ/mol
* orbital gap: 11.253 eV
* molar mass: 76.1 g/mol
* LUMO: 0.99 eV

CARTESIAN COORDINATES (ANGSTROEM)
C1 0.91 -1.19 -1.34
C2 2.38 -1.12 -1.77
H1 0.14 -0.83 -2.01
H2 0.71 -2.22 -1.09
H3 0.88 -0.71 -0.36
H4 2.71 -0.12 -2.07
H5 2.45 -1.52 -2.79
H6 3.06 -1.60 -1.08
C3 -1.55 0.83 1.47
C4 -1.68 0.88 -0.07
O1 -0.18 0.77 1.94
H7 -1.94 1.69 2.00
H8 -2.08 -0.04 1.86
H9 -2.45 0.14 -0.24
H10 0.15 0.05 1.45
H11 -0.67 0.76 -0.46
H12 -2.03 1.87 -0.38

***

(9)
Density functional theory data (ωB97M-V with the def2-TZVPD basis set) for a cluster of 2 separate species, C4H12O in total.

* ΔE to the lowest compared entry with this formula, charge and spin: 263.4 kJ/mol
* orbital gap: 11.338 eV
* molar mass: 76.1 g/mol
* LUMO: 0.97 eV

CARTESIAN COORDINATES (ANGSTROEM)
C1 -4.61 -3.18 -1.38
O1 -5.50 -3.47 -0.10
H1 -3.80 -3.95 -1.50
H2 -4.17 -2.11 -1.56
H3 -5.38 -3.06 -2.18
H4 -6.32 -2.88 -0.20
C2 4.79 2.27 0.10
C3 3.24 1.98 0.12
C4 2.48 2.50 1.43
H5 5.10 1.83 1.15
H6 5.37 1.71 -0.85
H7 5.21 3.24 0.08
H8 2.71 2.71 -0.62
H9 3.16 0.97 -0.26
H10 1.35 2.18 1.38
H11 2.52 3.57 1.32
H12 2.81 2.12 2.38

***

(10)
Density functional theory data (ωB97M-V with the def2-TZVPD basis set) for a cluster of 2 separate species, C4H12O in total.

* ΔE to the lowest compared entry with this formula, charge and spin: 87.8 kJ/mol
* orbital gap: 11.260 eV
* molar mass: 76.1 g/mol
* LUMO: 0.99 eV

CARTESIAN COORDINATES (ANGSTROEM)
C1 -2.53 -0.13 0.81
C2 -1.35 0.51 1.51
O1 -2.25 -0.09 -0.62
H1 -2.70 -1.18 1.05
H2 -3.41 0.50 0.85
H3 -0.61 -0.27 1.68
H4 -3.04 -0.28 -1.15
H5 -1.59 0.97 2.46
H6 -1.14 1.35 0.85
C3 2.47 0.41 -0.50
C4 2.08 -0.77 -1.37
H7 2.75 0.15 0.53
H8 3.33 0.88 -0.98
H9 1.74 1.21 -0.32
H10 2.84 -1.53 -1.16
H11 2.30 -0.49 -2.39
H12 1.11 -1.24 -1.25

***

(11)
Density functional theory data (ωB97M-V with the def2-TZVPD basis set) for a cluster of 2 separate species, C4H12O in total.

* ΔE to the lowest compared entry with this formula, charge and spin: 239.9 kJ/mol
* orbital gap: 11.072 eV
* molar mass: 76.1 g/mol
* LUMO: 0.92 eV

CARTESIAN COORDINATES (ANGSTROEM)
C1 -0.02 -0.05 -1.67
C2 1.07 -0.68 -2.65
H1 -0.08 1.03 -1.50
H2 -0.92 -0.38 -2.01
H3 0.09 -0.67 -0.70
H4 2.20 -0.36 -2.41
H5 1.06 -0.05 -3.58
H6 0.95 -1.75 -2.83
C3 -0.69 0.00 2.45
C4 -0.36 1.21 1.59
O1 0.00 -1.26 2.04
H7 -0.42 0.06 3.55
H8 -1.78 -0.18 2.43
H9 -1.31 1.58 1.45
H10 -0.30 -1.24 0.93
H11 0.29 0.82 0.78
H12 0.24 1.93 2.16

***

(12)
Density functional theory data (ωB97M-V with the def2-TZVPD basis set) for a cluster of 2 separate species, C4H12O in total.

* ΔE to the lowest compared entry with this formula, charge and spin: 104.6 kJ/mol
* orbital gap (alpha / beta): 9.864 / 3.393 eV
* multiplicity: 2
* total charge: +1
* ⟨S²⟩: 0.754
* molar mass: 76.1 g/mol
* LUMO (alpha / beta): -4.42 / -10.81 eV

CARTESIAN COORDINATES (ANGSTROEM)
C1 -1.92 -0.77 2.90
O1 -1.21 -0.12 1.84
H1 -0.75 0.71 2.10
H2 -1.87 -0.18 3.80
H3 -2.93 -0.81 2.43
H4 -1.52 -1.79 2.91
C2 0.66 0.45 -0.86
C3 0.27 1.05 -2.26
C4 1.72 -0.70 -1.06
H5 1.24 1.22 -0.37
H6 -0.22 0.08 -0.35
H7 0.74 2.03 -2.37
H8 2.04 -0.75 -2.09
H9 2.62 -0.37 -0.52
H10 -0.81 1.20 -2.30
H11 0.55 0.41 -3.09
H12 1.40 -1.68 -0.73